[1]
{"formula": "C2H4OSe", "method": "ωB97M-V/def2-TZVPD", "lumo_ev": 0.550, "energy_ha": -2555.1757, "total_charge": 0, "e_above_lowest_kj_mol": 156.0, "symbols": ["C", "C", "O", "Se", "H", "H", "H", "H"], "positions_angstrom": [[-0.03634, -1.18187, -0.66867], [0.18286, 0.14843, 0.73673], [0.61830, -1.27724, -1.62696], [-0.62852, 1.82415, 0.39281], [-0.84021, -1.87450, -0.45368], [-0.33624, -0.41811, 1.56534], [1.19341, 0.16446, 0.88922], [-0.15327, 2.61468, -0.83478]], "forces_ev_per_a": [[-0.113, 2.484, 3.256], [-2.257, -3.964, -2.916], [1.135, 0.290, -1.205], [-1.280, 1.548, 0.126], [-0.725, -0.304, 0.393], [0.296, 1.267, -0.792], [2.565, 0.176, 0.397], [0.379, -1.498, 0.741]], "lowdin_charge": [-0.200, -0.535, 0.063, 0.698, 0.086, 0.052, -0.026, -0.139]}

---

[2]
{"formula": "C9H9O4S", "method": "ωB97M-V/def2-TZVPD", "lumo_ev": [3.048, 2.802], "energy_ha": -1047.3954, "total_charge": -1, "e_above_lowest_kj_mol": 397.1, "symbols": ["C", "C", "C", "C", "C", "C", "C", "C", "C", "O", "O", "O", "O", "S", "H", "H", "H", "H", "H", "H", "H", "H", "H"], "positions_angstrom": [[0.03101, -0.56623, -0.71266], [-0.22766, -0.34860, 1.56743], [-1.37916, -0.94383, -0.84168], [-1.56743, -0.69264, 1.45849], [0.65741, -0.16460, 0.52471], [-2.18931, -0.96053, 0.26476], [3.28195, 0.31056, 0.16859], [1.93752, 0.28784, 0.73375], [-3.62052, -1.43064, 0.40414], [1.69947, 1.62304, -2.56006], [0.80507, 3.86169, -1.74039], [3.21601, 3.24053, -1.38967], [3.02650, 0.35418, 1.53530], [1.83329, 2.81256, -1.66621], [0.69761, -0.74712, -1.59288], [0.20183, -0.25828, 2.56176], [-1.63601, -1.27478, -1.81406], [-2.16533, -0.91418, 2.30107], [3.81372, -0.62641, -0.07660], [3.56667, 1.25836, -0.32257], [-3.66307, -2.19969, -0.38252], [-3.91015, -1.87722, 1.34513], [-4.40942, -0.74401, 0.23419]], "forces_ev_per_a": [[-0.371, -0.741, -1.151], [-0.987, -0.012, 2.469], [3.686, 0.947, 0.309], [1.609, 0.263, 0.196], [-2.127, -1.027, -0.934], [-0.836, 0.168, 1.019], [-0.049, 0.041, -2.250], [2.125, -0.192, -2.566], [0.743, -1.329, -1.821], [0.220, 1.344, -0.119], [0.514, 0.036, -0.893], [0.084, 0.376, -0.790], [-1.176, 0.427, 3.308], [-0.844, -1.792, 1.835], [-0.837, 0.640, 0.702], [-0.248, 0.150, 0.158], [-0.606, -0.215, -0.754], [-0.167, 0.203, 1.230], [-0.412, 0.538, -0.383], [0.293, -0.656, 0.351], [-0.774, -0.066, 0.270], [0.636, -0.280, 0.412], [-0.477, 1.176, -0.597]], "lowdin_charge": [0.024, -0.043, -0.027, -0.076, -0.212, -0.309, -0.103, -0.172, -0.058, -0.455, -0.446, -0.456, 0.033, 0.499, 0.113, 0.114, 0.087, 0.088, 0.120, 0.079, 0.078, 0.066, 0.055]}

---

[3]
{"formula": "ClH16O12", "method": "ωB97M-V/def2-TZVPD", "lumo_ev": 2.778, "energy_ha": -1372.5074, "total_charge": -1, "e_above_lowest_kj_mol": 74.0, "symbols": ["Cl", "O", "O", "O", "O", "O", "H", "H", "O", "H", "H", "O", "H", "H", "O", "H", "H", "O", "H", "H", "O", "H", "H", "O", "H", "H", "O", "H", "H"], "positions_angstrom": [[-0.77269, 0.06635, 0.88550], [-1.98979, -0.79110, 1.05593], [-1.02864, 1.35920, 1.56919], [0.43834, -0.65624, 1.44461], [-0.57197, 0.32040, -0.58651], [-0.49026, -1.79453, -2.26522], [-0.38152, -1.00232, -1.73828], [0.22294, -1.91542, -2.84689], [2.32682, -1.52742, -0.38401], [1.95942, -0.64800, -0.64593], [1.61028, -2.11906, -0.12791], [2.15125, 2.05643, 2.78314], [1.21714, 2.13747, 2.63354], [2.49387, 1.75131, 1.93836], [1.92490, 1.04669, -1.35293], [2.11965, 1.65512, -0.61663], [0.95557, 1.07251, -1.31759], [-3.29716, 0.82464, -1.35490], [-2.58519, 1.00735, -2.05734], [-2.77955, 0.47919, -0.63004], [-1.69235, 3.03693, -0.33398], [-1.23312, 2.61421, 0.38322], [-2.39431, 2.45074, -0.51593], [3.14583, -1.27210, 2.32080], [2.42577, -0.70679, 2.59037], [3.10006, -1.23828, 1.40270], [-2.32894, -3.13443, -0.76487], [-1.95415, -2.49903, -1.42725], [-2.59219, -2.57380, -0.04115]], "forces_ev_per_a": [[0.029, -2.156, 1.325], [2.236, 1.784, -0.511], [1.064, -1.946, -0.566], [-2.991, 2.217, -1.287], [-0.309, -0.120, 2.123], [-1.655, -0.280, 0.446], [0.342, 0.318, 0.164], [1.506, -0.041, -0.956], [0.282, 0.257, -0.468], [0.259, -0.899, 0.222], [-0.125, 0.403, -0.023], [0.683, 0.064, 0.019], [-0.875, -0.021, -0.061], [0.125, -0.151, 0.071], [-0.054, 0.756, 0.585], [0.271, -0.285, -0.484], [-0.062, -0.125, -0.186], [1.167, 0.816, -2.041], [-1.623, -0.497, 1.575], [0.068, -0.534, 0.312], [1.022, 1.992, -0.449], [0.246, -0.097, 0.444], [-1.513, -0.980, -0.493], [0.621, -0.065, 2.789], [-0.354, 0.204, 0.313], [-0.197, -0.207, -2.975], [0.144, 0.297, -1.062], [-0.234, -0.997, 0.740], [-0.069, 0.292, 0.434]], "lowdin_charge": [0.855, -0.331, -0.341, -0.330, -0.411, -0.030, -0.014, 0.030, -0.090, -0.005, 0.043, -0.040, 0.004, 0.021, -0.056, 0.060, 0.013, -0.080, 0.091, -0.031, -0.058, -0.043, -0.039, -0.044, -0.007, -0.058, -0.093, 0.003, -0.018]}

---

[4]
{"formula": "C2H4N2OS", "method": "ωB97M-V/def2-TZVPD", "lumo_ev": 0.615, "smiles": "[H]/N=C(/N)SC=O", "energy_ha": -661.5422, "total_charge": 0, "e_above_lowest_kj_mol": 113.7, "symbols": ["H", "N", "C", "N", "S", "C", "O", "H", "H", "H"], "positions_angstrom": [[-0.17837, 1.78701, -0.24382], [0.78839, 1.54420, -0.10065], [0.99840, 0.31401, -0.02230], [2.27150, -0.22404, 0.06207], [-0.20190, -1.05891, -0.10313], [-1.77601, -0.27123, 0.07180], [-2.01144, 0.90426, 0.10664], [2.35987, -1.01211, 0.67539], [2.97175, 0.47654, 0.19577], [-2.58502, -1.04079, 0.14275]], "forces_ev_per_a": [[-0.269, 0.014, 0.007], [0.227, 0.197, -0.053], [-0.004, -0.249, -0.046], [-0.524, -0.207, -0.126], [0.051, 0.135, 0.031], [-0.343, -0.104, 0.060], [0.028, -0.145, -0.009], [0.111, -0.258, 0.114], [0.326, 0.361, 0.078], [0.396, 0.257, -0.056]], "lowdin_charge": [0.024, 0.115, -0.773, 0.041, 0.974, -0.600, -0.021, 0.066, 0.088, 0.085]}